# C5H8N

An isolated ion of composition C5H8N and charge +1 at a distorted geometry (wB97M-V/def2-TZVPD, the OMol25 dataset).

Geometry as XYZ:
```
14
Properties=species:S:1:pos:R:3:forces:R:3:mulliken_charge:R:1
C -1.930 -0.207 -0.534 0.175 -2.376 1.219 -0.360
C -1.020 0.861 -1.024 -0.174 -1.886 -4.208 0.061
C 0.712 0.494 0.431 -0.377 -5.420 -2.201 0.347
C -0.734 0.255 0.247 -4.173 1.848 9.406 -0.193
C 1.617 -0.437 1.099 3.350 -2.776 -3.367 -1.242
N 0.305 0.175 -0.994 3.259 1.218 -6.027 -0.223
H -2.809 -0.080 0.128 -0.109 0.806 -1.285 0.271
H -1.950 -1.357 -0.830 0.589 2.201 0.128 0.228
H -1.159 1.916 -1.353 0.234 -0.676 0.893 0.332
H 1.041 1.448 0.484 0.117 3.653 0.377 0.473
H 1.595 -1.497 0.515 -0.012 2.285 1.555 0.243
H 1.266 -0.576 2.050 -0.660 -0.532 2.630 0.336
H 2.747 -0.149 1.124 -2.208 -0.201 -0.105 0.336
H 0.321 -0.846 -1.345 -0.012 1.855 0.984 0.389
```
Positions in Å, forces in eV/Å.

Its spin multiplicity is 3. The gap between HOMO and LUMO (spin up / spin down) comes out at 7.96 / 7.03 eV. The total charge is +1. The value obtained for the LUMO energy (spin up / spin down) is -3.043 / -9.039 eV. Its expectation value of S² is 2.0059.



# C2H17NO10

A 8-piece molecular cluster, C2H17NO10 overall at a distorted geometry (wB97M-V/def2-TZVPD, the OMol25 dataset).

Geometry as XYZ:
```
30
Properties=species:S:1:pos:R:3:forces:R:3:mulliken_charge:R:1
O -0.483 1.412 0.655 -1.228 0.444 0.433 -0.607
C -1.577 0.883 0.818 0.611 -0.474 -1.381 0.069
N -2.103 0.079 -0.198 -1.710 -0.132 1.484 -0.042
C -1.447 -0.297 -1.374 -0.691 -0.257 -0.191 0.656
O -1.968 -1.029 -2.174 -0.007 0.056 0.334 -0.591
O -0.221 0.175 -1.596 0.964 0.939 0.730 -0.786
H -2.207 1.074 1.687 -0.201 -0.137 -0.229 0.428
H -3.035 -0.406 0.001 2.055 0.960 -0.675 0.272
H 0.239 0.808 -0.901 -0.877 -0.849 -0.569 0.581
O 1.704 1.652 -0.522 -0.217 1.470 -0.623 -0.715
H 1.433 2.519 -0.128 0.406 -1.186 -0.390 0.347
H 2.181 1.182 0.153 0.450 -0.281 0.715 0.301
O -0.911 -0.806 2.270 -0.704 -0.398 0.170 -0.709
H -0.228 -0.290 2.722 0.303 0.155 0.234 0.436
H -0.428 -1.575 1.925 -0.039 -0.126 0.093 0.351
O 2.596 -0.799 1.160 0.514 3.650 -4.381 -0.755
H 2.503 -1.468 1.729 -0.452 -4.163 3.667 0.319
H 2.169 -1.152 0.332 0.570 0.538 0.748 0.423
O -0.846 2.950 -2.835 -0.102 0.247 0.091 -0.691
H -0.694 2.608 -3.719 0.030 -0.093 0.001 0.286
H -0.529 2.267 -2.239 0.053 -0.094 -0.165 0.404
O 0.675 -2.783 1.375 -0.145 -1.039 -0.784 -0.715
H 0.857 -2.517 0.428 -0.293 -0.858 0.945 0.463
H 0.353 -3.715 1.375 0.408 1.149 -0.168 0.283
O 1.418 -1.846 -1.037 1.002 -1.514 0.938 -0.784
H 0.840 -1.164 -1.332 -0.863 1.307 -1.171 0.422
H 2.167 -1.970 -1.619 -0.035 0.096 -0.378 0.261
O 1.146 0.843 2.710 -1.092 1.477 0.894 -0.828
H 1.752 0.290 2.241 0.744 -0.582 -0.800 0.498
H 0.595 1.289 2.027 0.544 -0.306 0.427 0.424
```
Positions in Å, forces in eV/Å.

The gap between HOMO and LUMO comes out at 10.91 eV. As for the SMILES: O=CNC(=O)O.O.O.O.O.O.O.O. The value obtained for the LUMO energy is 0.152 eV.



# C36H38N9OSeSi2Ti

C36H38N9OSeSi2Ti as an isolated structure at a distorted geometry (wB97M-V/def2-TZVPD, the OMol25 dataset).

Geometry as XYZ:
```
88
Properties=species:S:1:pos:R:3:forces:R:3:mulliken_charge:R:1
Ti -0.005 0.741 -0.052 1.788 -2.205 -3.127 -1.532
O -0.571 3.459 2.855 0.382 -0.929 -0.321 -0.794
C -0.193 2.750 1.916 -0.395 -0.362 -0.604 0.110
N 0.073 1.409 1.847 -0.451 1.382 2.500 0.584
C -0.091 0.806 3.199 1.128 -0.066 -1.092 -1.298
C 0.781 -0.431 3.464 -1.922 0.349 0.533 1.042
C 0.177 -1.339 4.367 -0.001 -0.547 0.084 -0.883
C 0.883 -2.498 4.692 -0.103 0.469 0.725 -0.626
C 2.121 -2.699 4.070 -0.749 1.682 0.066 -1.107
C 2.684 -1.652 3.367 -0.141 0.535 -0.565 -0.249
N 2.014 -0.531 3.010 0.245 -0.692 0.606 -0.103
C 0.002 3.439 0.582 0.049 0.343 -2.041 0.211
C -0.179 4.812 0.492 0.202 0.529 1.670 -0.568
C 0.318 5.470 -0.622 0.118 -0.262 -1.319 -0.611
C 0.918 4.734 -1.706 -1.033 0.696 2.188 -1.133
C 0.955 3.362 -1.585 -1.297 -0.708 0.518 -0.756
N 0.384 2.724 -0.543 0.360 1.688 2.393 1.434
H -1.143 0.577 3.390 0.022 -0.077 0.025 0.209
H 0.216 1.559 3.927 -0.159 0.043 0.092 0.838
H -0.843 -1.123 4.786 1.269 -0.213 -0.376 0.361
H 0.600 -3.111 5.575 -0.172 0.047 -1.177 0.403
H 2.672 -3.573 4.157 0.954 -1.503 0.623 0.593
H 3.749 -1.670 3.109 -0.443 -0.160 -0.252 0.575
H -0.599 5.326 1.430 0.771 -0.711 -1.736 0.404
H 0.218 6.560 -0.661 0.147 -0.452 -0.217 0.401
H 1.253 5.230 -2.585 0.448 0.279 -0.412 0.544
H 1.333 2.648 -2.297 0.132 0.164 -0.536 0.744
Se -5.094 -3.852 3.647 1.514 -0.791 -0.289 0.228
N -3.437 -4.318 2.889 -1.195 0.881 0.016 -0.899
C -3.097 -3.263 2.166 -3.124 0.363 1.411 0.508
C -1.875 -2.965 1.568 3.052 0.205 -1.173 0.490
C -0.933 -3.959 1.367 0.502 -0.367 -0.078 -1.102
C 0.351 -3.677 1.006 -0.704 1.891 -1.149 -1.647
C 0.643 -2.382 0.567 -0.177 1.949 0.135 -0.284
N -0.242 -1.351 0.642 -0.974 -2.437 0.959 1.511
C -1.479 -1.681 1.164 0.407 1.139 -1.236 0.226
C -2.477 -0.614 1.030 -0.484 -0.146 -0.162 -0.798
N -2.194 0.528 0.324 -0.803 -0.602 1.173 1.055
C -3.162 1.439 0.305 0.188 1.440 0.147 -0.361
C -4.386 1.322 1.018 -0.051 -0.353 -0.319 -1.250
C -4.748 0.118 1.619 1.729 0.288 -1.652 -1.052
C -3.740 -0.881 1.549 -0.913 0.417 0.491 0.835
C -4.030 -2.171 2.169 -1.422 1.409 1.861 1.034
N -5.100 -2.208 2.995 1.623 -1.161 -1.731 -0.719
H -1.259 -4.968 1.360 -0.190 -0.895 0.669 0.554
H 1.057 -4.399 0.766 1.064 -1.423 -0.083 0.761
H 1.579 -2.070 0.086 -0.203 -0.444 0.358 0.235
H -2.916 2.404 -0.253 -0.443 -1.467 0.820 0.348
H -5.056 2.173 1.036 0.012 -0.037 -0.155 0.456
H -5.734 -0.137 1.982 0.167 0.325 0.276 0.568
C 4.499 -0.554 0.171 1.578 0.110 -0.591 -0.859
Si 3.463 0.914 -0.389 -1.160 -1.011 -0.128 0.300
C 3.327 1.845 1.199 -2.118 2.079 -0.315 -1.114
C 4.115 2.093 -1.686 0.795 0.467 -0.786 -1.272
N 1.902 0.232 -0.926 0.304 0.739 0.153 1.074
C 1.827 -0.620 -2.016 -1.016 -0.949 -0.664 0.330
C 2.889 -1.282 -2.732 0.066 1.454 2.627 -0.667
C 2.636 -2.480 -3.331 -1.860 -1.695 -1.980 -0.838
C 1.267 -2.936 -3.552 2.024 1.836 0.563 -1.031
C 0.192 -2.103 -3.190 -0.367 -0.657 0.346 -0.211
C 0.437 -0.929 -2.438 2.291 0.069 0.160 0.434
N -0.440 0.041 -2.004 -2.037 0.339 -0.642 0.809
Si -1.837 0.341 -3.095 0.699 -1.121 0.691 0.171
C -2.239 2.191 -2.999 -0.410 -0.133 -1.527 -0.984
C -3.246 -0.842 -2.603 -0.130 1.288 -0.108 -1.237
C -1.619 -0.192 -4.926 1.305 2.765 0.527 -1.291
H 3.847 -1.177 0.811 0.460 0.206 -0.330 -0.076
H 5.326 -0.100 0.763 -0.535 -0.432 0.075 0.377
H 5.049 -1.149 -0.603 -0.848 0.238 0.609 0.380
H 4.230 2.003 1.741 0.914 -0.232 0.382 0.633
H 2.565 1.409 1.847 0.408 -0.174 0.064 0.100
H 2.937 2.902 1.020 0.401 -1.018 -0.008 0.165
H 5.222 2.101 -1.696 -0.334 0.156 0.219 0.485
H 3.776 3.162 -1.564 0.234 -1.157 -0.023 0.243
H 3.871 1.745 -2.707 -0.192 0.191 0.351 0.331
H 3.927 -0.945 -2.512 -0.806 -0.379 -0.405 0.300
H 3.454 -3.067 -3.802 -0.622 0.443 0.511 0.310
H 1.159 -3.847 -4.093 -0.397 -0.519 -0.227 0.463
H -0.869 -2.453 -3.395 1.444 0.622 0.219 0.183
H -1.455 2.805 -2.574 -0.088 -0.049 0.773 0.083
H -3.251 2.322 -2.566 0.623 0.354 -0.157 0.265
H -2.233 2.583 -4.055 -0.470 -0.445 0.778 0.429
H -3.873 -0.527 -1.780 -0.515 0.296 0.094 0.394
H -2.750 -1.692 -2.224 0.767 -1.270 0.326 0.289
H -3.827 -1.151 -3.467 -0.308 0.074 -0.018 0.505
H -0.532 0.039 -5.177 -1.382 -0.189 -0.186 0.251
H -2.338 0.457 -5.496 0.812 -0.538 0.215 0.386
H -1.807 -1.205 -5.138 -0.256 -1.262 -0.124 0.402
```
Positions in Å, forces in eV/Å.

Its spin multiplicity is 2. The gap between HOMO and LUMO (spin up / spin down) comes out at 4.30 / 4.30 eV. The value obtained for the LUMO energy (spin up / spin down) is -1.428 / -1.426 eV. Its expectation value of S² is 0.7598.



# C18H20N4O5

C18H20N4O5 in the gas phase (wB97M-V/def2-TZVPD, the OMol25 dataset).

Geometry as XYZ:
```
47
Properties=species:S:1:pos:R:3:forces:R:3:mulliken_charge:R:1
C 2.876 -1.134 -2.242 -0.298 0.106 -0.369 -0.388
O 3.382 -1.764 -1.069 0.378 0.158 0.205 -0.226
C 3.138 -3.049 -0.875 -0.081 -0.362 0.099 0.735
O 2.601 -3.790 -1.659 0.084 -0.054 0.036 -0.633
C 3.626 -3.488 0.509 -0.051 -0.144 -0.169 -0.506
O 3.507 -2.465 1.467 -0.155 0.245 0.177 -0.525
C 2.318 -1.769 1.447 -0.169 0.094 0.120 0.191
C 2.367 -0.415 1.762 0.114 -0.205 0.040 -0.860
C 1.233 0.362 1.646 0.044 -0.199 0.024 -0.583
C 0.028 -0.186 1.220 0.012 -0.223 0.149 -0.982
C -1.170 0.709 1.016 -0.184 0.220 -0.268 1.916
C -2.258 0.134 0.154 -0.004 -0.235 0.000 0.122
C -2.220 -0.486 -1.057 -0.235 0.234 0.193 0.704
C -1.082 -0.895 -1.915 0.015 -0.114 -0.007 -0.933
N -3.507 -0.687 -1.510 -0.080 0.228 -0.263 -0.302
N -4.366 -0.339 -0.472 -0.126 -0.364 -0.030 -0.262
C -3.653 0.316 0.516 0.048 -0.371 -0.278 -0.730
O -4.159 0.904 1.458 -0.166 0.245 0.300 -0.723
C -0.766 2.040 0.442 -0.188 0.266 0.349 0.107
C -1.248 3.258 0.815 0.438 -0.188 -0.138 -0.224
C -2.259 3.600 1.846 -0.053 -0.043 -0.013 -1.273
N -0.597 4.248 0.115 0.151 0.172 0.180 -0.271
N 0.162 3.610 -0.859 -0.175 0.261 -0.195 -0.221
C 0.187 2.245 -0.631 -0.270 0.375 -0.093 0.128
O 0.885 1.473 -1.271 0.283 -0.164 -0.124 -0.679
C -0.033 -1.556 1.018 -0.011 0.243 0.061 -0.377
C 1.099 -2.345 1.116 0.362 -0.203 0.110 -0.175
H 2.306 -0.260 -1.923 0.073 -0.069 -0.007 -0.029
H 2.243 -1.829 -2.794 0.071 0.098 0.014 0.324
H 3.721 -0.828 -2.859 -0.038 -0.036 0.027 0.270
H 4.694 -3.721 0.451 -0.147 -0.022 -0.035 0.381
H 3.087 -4.400 0.797 0.059 0.183 -0.130 0.323
H 3.311 0.014 2.057 0.131 0.062 -0.001 0.440
H 1.293 1.418 1.863 0.028 0.118 -0.022 0.521
H -1.634 0.898 1.993 0.002 -0.010 -0.123 0.823
H -0.233 -0.239 -1.737 0.035 -0.026 -0.039 -0.189
H -0.772 -1.916 -1.693 0.019 -0.102 0.004 0.356
H -1.368 -0.841 -2.964 0.002 0.016 -0.098 0.527
H -3.741 -1.518 -2.038 0.071 0.000 0.270 0.266
H -5.332 -0.140 -0.684 0.171 0.157 -0.030 0.282
H -1.796 3.631 2.833 0.037 0.053 0.050 0.251
H -2.701 4.572 1.645 -0.062 0.098 0.025 0.430
H -3.042 2.843 1.865 -0.044 0.016 0.012 0.328
H -1.080 5.093 -0.164 -0.058 -0.270 -0.101 0.264
H 0.906 4.114 -1.317 0.023 -0.097 0.189 0.290
H -0.976 -2.019 0.769 -0.076 -0.035 -0.080 0.687
H 1.023 -3.402 0.914 0.021 -0.110 -0.018 0.424
```
Positions in Å, forces in eV/Å.

The gap between HOMO and LUMO comes out at 8.81 eV. As for the SMILES: COC(=O)COc1ccc(C(c2c(C)[nH][nH]c2=O)c2c(C)[nH][nH]c2=O)cc1. The value obtained for the LUMO energy is 0.664 eV.



# C11H24N2O2S

A 2-piece molecular cluster, C11H24N2O2S overall at a distorted geometry (wB97M-V/def2-TZVPD, the OMol25 dataset).

Geometry as XYZ:
```
40
Properties=species:S:1:pos:R:3:forces:R:3:mulliken_charge:R:1
C -3.893 0.894 0.896 -0.573 -0.741 -0.612 -0.533
C -3.582 1.591 -0.569 -0.396 1.488 0.441 -0.511
C -1.980 1.714 -0.928 -0.999 0.492 -0.695 -0.599
C -1.244 0.296 -1.290 -0.299 -0.076 -0.910 0.301
C -2.352 -0.931 -1.544 0.654 -0.569 0.421 -1.199
C -0.032 -0.143 -0.275 0.582 -1.494 -0.138 -0.043
C -0.515 -1.190 0.929 -1.488 0.114 -1.008 -0.815
N 0.663 -1.616 1.830 -0.658 -0.203 -0.486 -0.086
C 1.450 -0.449 2.383 2.278 1.026 -0.402 -0.324
S 0.499 0.500 3.687 -0.575 -0.165 -1.189 -0.120
C 1.962 0.442 1.105 0.239 -0.433 -1.176 -0.378
N 0.769 1.003 0.301 0.468 -1.366 1.506 -0.336
H -4.347 -0.183 0.660 1.200 2.191 0.887 0.178
H -4.735 1.458 1.515 1.990 -1.043 -1.377 0.326
H -2.900 0.809 1.547 -2.198 0.162 -1.360 -0.038
H -4.232 1.126 -1.455 1.599 0.822 2.108 0.243
H -3.976 2.714 -0.473 0.926 -2.353 -0.333 0.366
H -1.486 2.331 -0.066 -0.744 -1.337 -1.583 0.223
H -1.920 2.408 -1.898 -0.039 -1.523 2.169 0.229
H -0.735 0.451 -2.359 -0.916 -0.335 2.530 0.395
H -2.891 -1.267 -0.554 1.051 0.830 -1.876 0.187
H -3.192 -0.631 -2.307 1.942 -0.557 1.421 0.316
H -1.767 -1.898 -1.929 -1.305 2.181 0.618 0.333
H 0.733 -0.780 -0.933 -1.463 1.392 1.409 0.306
H -1.312 -0.685 1.638 1.575 -1.205 -1.494 0.077
H -0.917 -2.217 0.472 0.702 2.434 1.057 0.311
H 1.264 -2.254 1.245 -0.229 0.782 0.695 0.491
H 0.249 -2.154 2.624 0.558 0.350 -0.727 0.397
H 2.407 -0.903 2.931 -2.219 1.064 -1.011 0.428
H -0.583 1.116 2.982 1.587 -0.949 0.508 0.115
H 2.715 1.307 1.397 -1.859 -1.875 -0.286 0.320
H 2.536 -0.279 0.358 -0.882 1.210 1.451 0.167
H 0.243 1.558 1.011 0.082 -0.509 -1.099 0.222
C 4.753 0.031 -1.996 -0.175 0.702 -0.108 -0.739
C 4.690 -1.444 -1.642 1.411 -0.473 -0.263 0.514
O 3.566 -1.855 -1.240 -0.501 -0.358 0.598 -0.664
O 5.775 -2.072 -1.795 -1.517 0.346 0.362 -0.730
H 3.785 0.519 -1.842 0.028 -0.001 -0.041 0.173
H 5.496 0.533 -1.368 0.061 -0.049 -0.167 0.214
H 5.037 0.150 -3.045 0.101 0.026 0.157 0.285
```
Positions in Å, forces in eV/Å.

The gap between HOMO and LUMO comes out at 5.92 eV. The value obtained for the LUMO energy is -0.709 eV.



# C5H7N

C5H7N as an isolated structure (wB97M-V/def2-TZVPD, the OMol25 dataset).

Geometry as XYZ:
```
13
Properties=species:S:1:pos:R:3:forces:R:3:mulliken_charge:R:1
C 0.418 1.342 0.003 -0.002 0.137 0.065 -0.492
C 0.863 -0.082 -0.464 0.178 -0.232 0.017 0.166
C 0.441 -1.082 0.584 -0.078 0.010 0.078 -0.408
C -0.828 -1.449 0.750 0.077 -0.125 0.083 -0.673
C -0.677 1.021 -0.976 -0.119 -0.021 -0.227 -0.151
N -0.185 -0.029 -1.523 -0.186 0.312 0.181 -0.622
H 1.050 2.151 -0.375 0.023 -0.101 0.101 0.290
H 0.212 1.485 1.068 -0.073 -0.032 -0.253 0.276
H 1.897 -0.210 -0.813 -0.312 -0.037 0.062 0.388
H 1.206 -1.410 1.287 -0.126 0.115 -0.041 0.327
H -1.143 -2.009 1.625 0.148 -0.160 -0.190 0.270
H -1.601 -1.188 0.027 0.217 -0.020 0.298 0.279
H -1.653 1.459 -1.194 0.253 0.153 -0.175 0.352
```
Positions in Å, forces in eV/Å.

The gap between HOMO and LUMO comes out at 10.83 eV. The value obtained for the LUMO energy is 1.176 eV.



Result set for total energy: -6787.207 -24316.127 -157627.657 -35187.767 -29700.606 -6786.131 eV, one per record in the order listed.